(1)
Entry from OMol25: a molecular structure, C22H33I2KNSb (ωB97M-V/def2-TZVPD).

Each line ends with the natural charge from an NBO analysis.
Positions of all 60 atoms, in Å:
1 K -0.260 -0.143 -0.987  0.88
2 I -1.266 -3.026 1.262  0.15
3 C 0.582 -2.603 2.220  -0.72
4 I 0.970 -0.522 2.431  0.15
5 H 1.379 -3.027 1.620  0.24
6 H 0.558 -3.041 3.209  0.23
7 C 2.922 -4.584 -2.396  -0.30
8 C 2.233 -3.994 -1.345  -0.19
9 C 1.930 -2.644 -1.365  -0.33
10 C 2.282 -1.802 -2.447  0.28
11 C 2.990 -2.426 -3.499  -0.32
12 C 3.293 -3.776 -3.466  -0.18
13 N 1.849 -0.506 -2.438  -0.80
14 C 2.471 0.472 -3.175  0.17
15 C 1.699 1.561 -3.633  -0.29
16 C 2.269 2.653 -4.266  -0.20
17 C 3.641 2.718 -4.471  -0.30
18 C 4.422 1.652 -4.036  -0.21
19 C 3.859 0.553 -3.411  -0.25
20 H 3.163 -5.638 -2.385  0.21
21 H 1.931 -4.595 -0.492  0.19
22 H 1.439 -2.212 -0.496  0.15
23 H 3.272 -1.842 -4.365  0.21
24 H 3.827 -4.210 -4.304  0.20
25 H 0.622 1.522 -3.496  0.18
26 H 1.631 3.458 -4.615  0.20
27 H 4.091 3.568 -4.967  0.21
28 H 5.496 1.680 -4.180  0.20
29 H 4.500 -0.246 -3.061  0.21
30 C -0.603 5.341 -1.934  -0.63
31 C 0.733 4.729 -1.516  -0.52
32 C 1.787 5.793 -1.234  -0.62
33 Sb 0.363 3.238 0.017  0.93
34 C -0.600 4.375 1.602  -0.51
35 C -0.544 3.535 2.878  -0.63
36 C -0.107 5.798 1.845  -0.62
37 C 2.333 2.856 0.853  -0.51
38 C 3.012 3.969 1.644  -0.62
39 C 3.213 2.310 -0.271  -0.63
40 H -0.466 5.989 -2.804  0.21
41 H -1.040 5.950 -1.141  0.20
42 H -1.335 4.575 -2.204  0.21
43 H 1.096 4.112 -2.340  0.24
44 H 1.537 6.407 -0.368  0.20
45 H 1.869 6.459 -2.098  0.21
46 H 2.770 5.354 -1.070  0.21
47 H -1.642 4.424 1.275  0.21
48 H 0.483 3.418 3.234  0.20
49 H -0.960 2.536 2.726  0.21
50 H -1.113 4.014 3.680  0.21
51 H 0.942 5.821 2.141  0.21
52 H -0.685 6.260 2.652  0.21
53 H -0.217 6.426 0.963  0.21
54 H 2.143 2.031 1.549  0.19
55 H 3.183 4.860 1.041  0.21
56 H 3.988 3.622 1.997  0.21
57 H 2.433 4.263 2.520  0.20
58 H 3.368 3.040 -1.070  0.21
59 H 2.781 1.418 -0.729  0.23
60 H 4.197 2.035 0.119  0.21

The frontier orbital gap comes out at 0.191 Ha. Its charge is 0. Its energy above the lowest of the compared OMol25 structures with the same formula, charge and spin is 0.65 kcal/mol.

(2)
Entry from OMol25: a gas-phase ion, CH2N3O3 (charge -1) in a non-equilibrium geometry (ωB97M-V/def2-TZVPD).

Each line ends with the natural charge from an NBO analysis.
Positions of all 9 atoms, in Å:
1 O 2.618 1.397 2.272  -0.38
2 N 2.461 0.898 1.057  -0.15
3 C 1.313 0.798 0.342  0.35
4 N 0.965 0.459 -0.941  -0.38
5 O -0.374 -0.098 -0.933  -0.64
6 N 0.315 0.690 1.390  -0.19
7 O 0.537 1.298 2.504  -0.39
8 H -0.583 -0.078 -1.873  0.46
9 H 0.029 -0.299 1.494  0.32

The frontier orbital gap (spin up / spin down) comes out at 0.246 / 0.243 Ha. Its charge is -1. Its energy above the lowest of the compared OMol25 structures with the same formula, charge and spin is 162.71 kcal/mol.

(3)
Entry from OMol25: a molecular structure, CHMgO3 in a non-equilibrium geometry (ωB97M-V/def2-TZVPD).

Each line ends with the Mulliken spin population.
Positions of all 6 atoms, in Å:
1 O 0.543 -0.593 0.019  -0.01
2 C 0.274 0.561 0.481  -0.05
3 O 0.811 1.178 1.387  0.00
4 Mg -0.871 -1.214 -1.235  1.06
5 O -0.918 0.999 -0.051  -0.01
6 H -1.322 1.673 0.507  0.01

Its multiplicity is 2. The frontier orbital gap (spin up / spin down) comes out at 0.274 / 0.323 Ha. Its charge is 0. Its energy above the lowest of the compared OMol25 structures with the same formula, charge and spin is 0.00 kcal/mol.

(4)
Entry from OMol25: C5H6O2 in the gas phase (ωB97M-V/def2-TZVPD).

Each line ends with the natural charge from an NBO analysis.
Positions of all 13 atoms, in Å:
1 O 3.328 0.038 -1.776  -0.50
2 C 2.182 -0.042 -1.414  0.46
3 C 1.635 0.791 -0.258  -0.59
4 C 0.256 0.457 0.090  -0.02
5 C -0.884 0.146 0.333  -0.03
6 C -2.265 -0.232 0.678  -0.13
7 O -2.392 -1.570 1.110  -0.69
8 H 1.457 -0.724 -1.902  0.12
9 H 2.308 0.651 0.598  0.26
10 H 1.722 1.849 -0.543  0.27
11 H -2.649 0.475 1.430  0.19
12 H -2.903 -0.142 -0.205  0.21
13 H -1.794 -1.696 1.858  0.47

The frontier orbital gap comes out at 0.390 Ha. Its charge is 0. Its energy above the lowest of the compared OMol25 structures with the same formula, charge and spin is 54.86 kcal/mol.

Question: Number 2 is which compound?
Answer: CH2N3O3